Model P:
C4H5NO2 | ωB97M-V with the def2-TZVPD basis set

Properties
LUMO level   0.493 eV
Frontier orbital gap   9.78 eV
HOMO level   -9.285 eV

Geometry as XYZ:
```
12
C4H5NO2, DFT ωB97M-V with the def2-TZVPD basis set
O -2.657 0.000 -0.173
C -1.511 -0.171 -0.417
C -0.288 0.402 0.572
C 0.627 1.200 0.063
N 1.685 0.634 -0.460
O 1.722 -0.831 -0.298
C 0.524 -0.939 0.532
H -0.882 -1.087 -1.138
H -0.687 0.809 1.576
H 0.617 2.267 0.099
H 0.721 -0.856 1.677
H -0.195 -1.870 0.266
```

Model Q:
C4H5NO2 | ωB97M-V with the def2-TZVPD basis set

Properties
LUMO level   0.683 eV
Frontier orbital gap   9.25 eV
HOMO level   -8.563 eV

Geometry as XYZ:
```
12
C4H5NO2, DFT ωB97M-V with the def2-TZVPD basis set
C -1.567 -0.357 -0.712
C -0.299 -0.030 -0.061
C 0.122 1.229 0.107
O 1.419 1.234 0.566
C 1.806 -0.061 0.744
O 2.886 -0.428 1.121
N 0.718 -0.835 0.396
H -1.436 -0.708 -1.733
H -2.196 -1.091 -0.160
H -1.815 0.743 -0.917
H -0.411 2.137 0.312
H 0.773 -1.833 0.338
```

Of them, model Q has the highest stability.

Model P:
C4H5NO2 | ωB97M-V with the def2-TZVPD basis set

Properties
LUMO level   0.690 eV
Frontier orbital gap   10.68 eV
HOMO level   -9.994 eV

Geometry as XYZ:
```
12
C4H5NO2, DFT ωB97M-V with the def2-TZVPD basis set
O 0.054 -2.007 1.762
C 0.421 -0.893 1.482
C 0.488 -0.421 0.048
C -0.914 -0.262 -0.597
N -0.876 1.063 -1.217
C 0.208 1.593 -0.842
O 1.048 0.897 -0.031
H 0.697 -0.146 2.251
H 1.127 -1.099 -0.528
H -1.113 -1.034 -1.342
H -1.719 -0.304 0.147
H 0.563 2.580 -1.118
```

Model Q:
C4H5NO2 | ωB97M-V with the def2-TZVPD basis set

Properties
LUMO level   0.618 eV
Frontier orbital gap   9.33 eV
HOMO level   -8.708 eV

Geometry as XYZ:
```
12
C4H5NO2, DFT ωB97M-V with the def2-TZVPD basis set
C 1.619 -0.721 0.605
C 0.531 -0.307 -0.278
C -0.337 -0.056 -1.167
O -0.584 0.030 -2.467
N -1.230 -0.089 -0.081
C -1.353 0.924 0.868
O -0.429 1.402 1.490
H 1.794 0.029 1.380
H 1.392 -1.685 1.071
H 2.538 -0.838 0.017
H -1.538 0.148 -2.563
H -2.402 1.162 1.124
```

Model R:
C4H5NO2 | ωB97M-V with the def2-TZVPD basis set

Properties
LUMO level   0.222 eV
Frontier orbital gap   9.22 eV
HOMO level   -8.999 eV

Geometry as XYZ:
```
12
C4H5NO2, DFT ωB97M-V with the def2-TZVPD basis set
N 0.397 -0.855 1.309
C 0.564 -0.334 0.021
C 0.735 -1.027 -1.107
C 0.678 1.154 -0.024
O 0.637 1.814 -1.036
C -2.309 1.011 0.301
O -3.079 1.441 -0.412
H 0.239 -1.854 1.318
H -0.333 -0.385 1.833
H 0.708 -2.112 -1.142
H 0.943 -0.490 -2.025
H 0.821 1.637 0.963
```

Of them, model P has the highest stability.

Model P:
C3H6Br2OS | ωB97M-V with the def2-TZVPD basis set

Properties
LUMO level (alpha / beta)   -1.680 / -2.365 eV
Frontier orbital gap (alpha / beta)   7.52 / 6.23 eV
HOMO level (alpha / beta)   -9.201 / -8.595 eV

Geometry as XYZ:
```
13
C3H6Br2OS, DFT ωB97M-V with the def2-TZVPD basis set
C 0.528 -0.027 1.854
C 1.452 -0.864 -0.629
C -1.262 0.289 -0.769
O 0.762 1.890 -0.115
S 0.347 0.523 0.132
Br -1.672 2.077 2.331
Br -0.356 -1.626 2.137
H 2.154 -1.047 0.232
H 0.857 -1.675 -0.875
H 1.876 -0.297 -1.402
H -1.873 1.182 -0.483
H -1.222 0.276 -1.960
H -1.590 -0.701 -0.453
```

Model Q:
C3H6Br2OS | ωB97M-V with the def2-TZVPD basis set

Properties
LUMO level   0.310 eV
Frontier orbital gap   8.67 eV
HOMO level   -8.358 eV

Geometry as XYZ:
```
13
C3H6Br2OS, DFT ωB97M-V with the def2-TZVPD basis set
C -2.585 -0.217 0.896
C 0.193 -0.281 1.484
C -0.411 0.400 -1.173
O -0.961 1.918 0.982
S -1.030 0.569 0.477
Br -3.737 1.084 -0.115
Br -2.503 -1.847 -0.031
H 1.052 0.393 1.568
H -0.239 -0.500 2.470
H 0.646 -1.259 0.999
H 0.441 1.095 -1.179
H -0.035 -0.540 -1.657
H -0.976 0.682 -2.042
```

Of them, model Q has the highest stability.

Model P:
C4H8O | ωB97M-V with the def2-TZVPD basis set

Properties
LUMO level   1.131 eV
Frontier orbital gap   10.39 eV
HOMO level   -9.261 eV

Geometry as XYZ:
```
13
C4H8O, DFT ωB97M-V with the def2-TZVPD basis set
O 1.824 -1.020 0.490
C 1.411 0.340 0.452
C 0.106 0.515 -0.367
C -1.414 0.672 0.059
C -1.160 -0.727 -0.233
H 1.514 -1.420 -0.334
H 2.180 0.959 -0.065
H 1.428 0.676 1.496
H 0.439 0.492 -1.412
H -1.581 0.922 1.105
H -2.095 1.201 -0.612
H -1.066 -1.453 0.575
H -1.586 -1.157 -1.152
```

Model Q:
C4H8O | ωB97M-V with the def2-TZVPD basis set

Properties
LUMO level   0.764 eV
Frontier orbital gap   7.51 eV
HOMO level   -6.746 eV

Geometry as XYZ:
```
13
C4H8O, DFT ωB97M-V with the def2-TZVPD basis set
O 1.331 -0.723 0.092
C 1.591 0.774 0.461
C 0.031 0.109 -0.564
C -1.233 0.533 0.078
C -1.158 -0.846 -0.555
H 1.110 -1.270 0.866
H 2.671 0.904 0.316
H 1.360 0.856 1.531
H 0.324 0.505 -1.524
H -1.254 0.564 1.165
H -1.802 1.336 -0.387
H -1.193 -1.697 0.124
H -1.664 -1.022 -1.502
```

Of them, model P has the highest stability.

Model P:
C4H8O | ωB97M-V with the def2-TZVPD basis set

Properties
LUMO level   1.200 eV
Frontier orbital gap   10.54 eV
HOMO level   -9.339 eV

Geometry as XYZ:
```
13
C4H8O, DFT ωB97M-V with the def2-TZVPD basis set
C -1.783 0.916 -0.236
O -0.363 0.872 -0.417
C 0.281 0.030 0.481
C 0.541 -1.452 0.099
C 1.657 -0.412 0.066
H -2.263 -0.066 -0.380
H -2.043 1.198 0.818
H -2.199 1.655 -0.963
H 0.019 0.208 1.513
H 0.487 -2.202 0.903
H 0.250 -1.820 -0.914
H 2.499 -0.400 0.803
H 1.976 -0.033 -0.902
```

Model Q:
C4H8O | ωB97M-V with the def2-TZVPD basis set

Properties
LUMO level   0.908 eV
Frontier orbital gap   10.09 eV
HOMO level   -9.183 eV

Geometry as XYZ:
```
13
C4H8O, DFT ωB97M-V with the def2-TZVPD basis set
C -1.967 -0.478 -0.795
C -0.846 -0.115 0.055
C 0.446 -0.383 -0.131
C 1.465 0.176 0.759
O 1.953 1.201 -0.029
H -2.173 -1.509 -0.861
H -2.915 0.052 -0.564
H -1.541 -0.178 -1.943
H -1.043 0.607 0.822
H 0.841 -1.080 -0.874
H 2.174 -0.634 1.203
H 1.108 0.498 1.858
H 2.498 1.845 0.499
```

Model R:
C4H8O | ωB97M-V with the def2-TZVPD basis set

Properties
LUMO level   0.516 eV
Frontier orbital gap   9.82 eV
HOMO level   -9.305 eV

Geometry as XYZ:
```
13
C4H8O, DFT ωB97M-V with the def2-TZVPD basis set
C 1.138 -0.050 1.511
C -0.077 -0.007 -0.835
C -1.329 0.722 -1.145
C 0.433 -0.677 0.355
O -0.845 -1.145 0.330
H 0.613 0.810 1.928
H 1.294 -0.815 2.273
H 2.118 0.266 1.132
H 0.570 -0.151 -1.720
H -1.912 -0.004 -1.733
H -1.191 1.600 -1.781
H -1.886 0.915 -0.236
H 1.074 -1.464 -0.080
```

Model S:
C4H8O | ωB97M-V with the def2-TZVPD basis set

Properties
LUMO level (alpha / beta)   0.879 / 0.256 eV
Frontier orbital gap (alpha / beta)   8.63 / 7.27 eV
HOMO level (alpha / beta)   -7.749 / -7.019 eV

Geometry as XYZ:
```
13
C4H8O, DFT ωB97M-V with the def2-TZVPD basis set
C -1.300 0.339 0.122
C -0.009 0.050 -0.539
C 0.537 -1.363 -0.487
C 0.697 1.110 0.196
O 0.785 1.283 1.528
H -1.715 -0.413 0.810
H -0.025 0.844 1.841
H -2.001 1.058 -0.278
H -0.024 0.414 -1.572
H 1.531 -1.416 -0.944
H -0.146 -2.021 -1.033
H 0.608 -1.720 0.545
H 1.343 1.825 -0.336
```

Of them, model P has the highest stability.

Model P:
C4H8O | ωB97M-V with the def2-TZVPD basis set

Properties
LUMO level   0.834 eV
Frontier orbital gap   8.89 eV
HOMO level   -8.058 eV

Geometry as XYZ:
```
13
C4H8O, DFT ωB97M-V with the def2-TZVPD basis set
C -0.765 1.378 0.207
C -0.032 0.261 -0.495
C 1.080 -0.446 0.283
C 0.402 -1.793 0.295
O -0.935 -0.866 -0.773
H -1.646 1.687 -0.368
H -1.089 1.056 1.201
H -0.104 2.240 0.332
H 0.302 0.579 -1.482
H 2.037 -0.390 -0.229
H 1.211 -0.059 1.293
H -1.326 -1.106 0.104
H 0.791 -2.380 -0.507
```

Model Q:
C4H8O | ωB97M-V with the def2-TZVPD basis set

Properties
LUMO level   0.922 eV
Frontier orbital gap   9.72 eV
HOMO level   -8.799 eV

Geometry as XYZ:
```
13
C4H8O, DFT ωB97M-V with the def2-TZVPD basis set
C 1.393 1.007 -0.240
C 0.885 -0.213 -0.472
C 0.416 -1.018 0.672
C -0.170 -2.215 0.670
H 1.784 1.401 0.690
H 1.433 1.702 -1.074
H 1.084 -0.658 -1.440
H 0.504 -0.573 1.660
H -0.547 -2.691 1.566
H -0.389 -2.793 -0.224
O -1.969 2.331 -0.609
H -1.922 1.717 0.113
H -2.502 2.003 -1.312
```

Of them, model Q has the highest stability.